1.
# C13H28BF2N2O3

2 unconnected molecules or ions with the total composition C13H28BF2N2O3 (the ωB97M-V functional and the def2-TZVPD basis, the OMol25 dataset).

Last columns: bonded neighbours and bond lengths (Å).
Geometry (Å):
1 C 2.56 -1.28 -2.01  C2 1.530, H13 1.094, H14 1.090, H15 1.095
2 C 1.86 -1.90 -3.22  C1 1.530, F3 1.437, C4 1.513, H16 1.096
3 F 2.74 -2.91 -3.73  C2 1.437
4 C 1.51 -0.94 -4.33  C2 1.513, B5 1.651, H17 1.099, H18 1.101
5 B 0.22 0.06 -4.08  C4 1.651, C6 1.625, O10 1.597, H19 1.223
6 C -0.78 -0.37 -2.87  B5 1.625, C7 1.534, H20 1.101, H21 1.099
7 C -1.67 -1.54 -3.30  C6 1.534, C8 1.512, H22 1.100, H23 1.097
8 C -2.41 -2.21 -2.17  C7 1.512, F9 1.402, H24 1.096, H25 1.096
9 F -3.03 -1.29 -1.32  C8 1.402
10 O 0.74 1.55 -3.84  B5 1.597, C11 1.254
11 C 1.07 1.85 -2.66  O10 1.254, N12 1.159
12 N 1.37 2.13 -1.58  C11 1.159
13 H 1.99 -1.42 -1.08  C1 1.094
14 H 2.71 -0.20 -2.14  C1 1.090
15 H 3.54 -1.75 -1.88  C1 1.095
16 H 0.99 -2.47 -2.90  C2 1.096
17 H 1.30 -1.54 -5.23  C4 1.099
18 H 2.41 -0.35 -4.56  C4 1.101
19 H -0.43 0.16 -5.11  B5 1.223
20 H -0.25 -0.64 -1.94  C6 1.101
21 H -1.42 0.49 -2.61  C6 1.099
22 H -1.05 -2.31 -3.77  C7 1.100
23 H -2.37 -1.19 -4.07  C7 1.097
24 H -3.22 -2.86 -2.54  C8 1.096
25 H -1.74 -2.81 -1.55  C8 1.096
26 C -1.91 0.60 5.58  O27 1.407, H35 1.089, H36 1.096, H37 1.096
27 O -2.23 0.94 4.25  C26 1.407, C28 1.423
28 C -1.88 2.27 3.88  O27 1.423, C29 1.511, H38 1.095, H39 1.094
29 C -0.76 2.28 2.86  C28 1.511, N30 1.454, H40 1.095, H41 1.098
30 N 0.48 1.80 3.44  C29 1.454, C31 1.462, H42 1.013
31 C 1.59 1.70 2.50  N30 1.462, C32 1.519, H43 1.093, H44 1.095
32 C 1.43 0.76 1.31  C31 1.519, O33 1.424, H45 1.090, H46 1.093
33 O 1.39 -0.61 1.67  C32 1.424, C34 1.409
34 C 0.10 -1.12 1.93  O33 1.409, H47 1.094, H48 1.097, H49 1.091
35 H -2.33 -0.39 5.76  C26 1.089
36 H -0.83 0.56 5.75  C26 1.096
37 H -2.34 1.31 6.29  C26 1.096
38 H -1.59 2.84 4.77  C28 1.095
39 H -2.77 2.74 3.45  C28 1.094
40 H -0.61 3.32 2.53  C29 1.095
41 H -1.09 1.71 1.98  C29 1.098
42 H 0.31 0.89 3.85  N30 1.013
43 H 2.47 1.39 3.06  C31 1.093
44 H 1.79 2.70 2.10  C31 1.095
45 H 2.30 0.88 0.66  C32 1.090
46 H 0.57 1.01 0.69  C32 1.093
47 H -0.65 -0.66 1.27  C34 1.094
48 H -0.21 -0.98 2.97  C34 1.097
49 H 0.12 -2.19 1.73  C34 1.091

Charge: -1
HOMO: -5.79 eV
HOMO-LUMO gap: 8.557 eV
Total energy: -29170.366 eV

Atomic charges from the Mulliken analysis, expressed in e, are listed below: -1.0312 1.1188 -0.4519 -1.1709 0.5579 -0.2867 -0.5423 -0.4275 -0.3236 -0.7034 0.6744 -0.6391 0.0209 0.2531 0.4968 -0.0897 0.2618 0.3438 -0.2716 -0.2440 0.3688 0.2274 0.3077 0.3152 0.2334 -0.7400 -0.3510 -0.8002 -0.1325 -0.3150 -1.1631 0.1015 -0.4720 -0.5430 0.2413 0.2998 0.3510 0.4146 0.3863 0.3588 0.1425 0.1705 0.3786 0.4069 0.3530 0.2068 0.2009 0.2148 0.2917

***

2.
# C13H28Cl6O4

6 unconnected molecules or ions with the total composition C13H28Cl6O4 in a non-equilibrium geometry (the ωB97M-V functional and the def2-TZVPD basis, the OMol25 dataset).

Last columns: bonded neighbours and bond lengths (Å).
Geometry (Å):
1 C -21.11 -27.24 16.29  C2 1.582, C5 1.572, H6 1.090, H7 1.090
2 C -21.86 -26.16 15.41  C1 1.582, C3 1.534, H8 1.090, H9 1.090
3 C -20.73 -25.17 15.10  C2 1.534, O4 1.405, H10 1.090, H11 1.090
4 O -19.75 -25.29 16.09  C3 1.405, C5 1.431
5 C -19.63 -26.69 16.33  C1 1.572, O4 1.431, H12 1.090, H13 1.090
6 H -21.16 -28.16 15.70  C1 1.090
7 H -21.56 -27.42 17.26  C1 1.090
8 H -22.59 -25.67 16.06  C2 1.090
9 H -22.26 -26.44 14.44  C2 1.090
10 H -21.01 -24.13 14.91  C3 1.090
11 H -20.36 -25.34 14.09  C3 1.090
12 H -19.25 -26.89 17.33  C5 1.090
13 H -18.88 -27.11 15.66  C5 1.090
14 C -27.89 -21.19 22.84  C15 1.510, C18 1.426, H19 1.090, H20 1.090
15 C -28.61 -22.46 22.45  C14 1.510, C16 1.572, H21 1.090, H22 1.090
16 C -27.46 -23.51 22.22  C15 1.572, O17 1.377, H23 1.090, H24 1.090
17 O -26.39 -22.98 22.92  C16 1.377, C18 1.455
18 C -26.79 -21.74 23.56  C14 1.426, O17 1.455, H25 1.090, H26 1.090
19 H -28.47 -20.45 23.39  C14 1.090
20 H -27.60 -20.77 21.87  C14 1.090
21 H -29.25 -22.31 21.58  C15 1.090
22 H -29.15 -22.50 23.40  C15 1.090
23 H -27.14 -23.49 21.18  C16 1.090
24 H -27.83 -24.43 22.67  C16 1.090
25 H -25.97 -21.03 23.47  C18 1.090
26 H -26.87 -21.84 24.64  C18 1.090
27 C -20.73 -21.29 19.44  C28 1.565, O30 1.469, H31 1.090, H32 1.090
28 C -19.53 -20.31 19.20  C27 1.565, O29 1.397, H33 1.090, H34 1.090
29 O -18.77 -20.72 18.10  C28 1.397, H35 0.960
30 O -20.48 -22.20 20.56  C27 1.469, H36 0.960
31 H -21.17 -21.78 18.57  C27 1.090
32 H -21.59 -20.65 19.67  C27 1.090
33 H -18.85 -20.35 20.05  C28 1.090
34 H -19.89 -19.28 19.19  C28 1.090
35 H -18.87 -21.67 18.08  O29 0.960
36 H -21.17 -22.85 20.43  O30 0.960
37 C -17.65 -21.08 26.19  Cl38 1.801, Cl39 1.810, H40 1.090, H41 1.090
38 Cl -16.54 -19.96 25.32  C37 1.801
39 Cl -16.89 -21.66 27.73  C37 1.810
40 H -18.64 -20.65 26.37  C37 1.090
41 H -17.83 -21.99 25.63  C37 1.090
42 C -19.56 -15.69 13.72  Cl43 1.809, Cl44 1.823, H45 1.090, H46 1.090
43 Cl -20.71 -16.38 12.50  C42 1.809
44 Cl -19.02 -13.95 13.55  C42 1.823
45 H -19.91 -15.77 14.75  C42 1.090
46 H -18.61 -16.21 13.58  C42 1.090
47 C -12.11 -18.28 19.47  Cl48 1.778, Cl49 1.863, H50 1.090, H51 1.090
48 Cl -10.97 -17.38 18.44  C47 1.778
49 Cl -11.16 -19.67 20.27  C47 1.863
50 H -12.51 -17.59 20.21  C47 1.090
51 H -12.93 -18.77 18.95  C47 1.090

Structure (SMILES): C1CCOC1.C1CCOC1.ClCCl.ClCCl.ClCCl.OCCO
Charge: 0
HOMO: -9.81 eV
HOMO-LUMO gap: 10.155 eV
Total energy: -97255.577 eV

Atomic charges from the Mulliken analysis, expressed in e, are listed below: -0.4792 -0.4240 -0.5482 -0.3943 -0.4478 0.2276 0.3211 0.1937 0.3433 0.3730 0.2791 0.2469 0.3079 -0.4936 -0.6688 -0.3655 -0.3895 -0.4366 0.3487 0.2494 0.3737 0.2691 0.3051 0.2544 0.2590 0.2947 -0.5229 -0.2620 -0.5304 -0.5075 0.3916 0.2990 0.2284 0.2986 0.3082 0.2978 -0.2349 -0.1392 -0.1539 0.2800 0.2479 -0.2320 -0.1398 -0.1555 0.2790 0.2484 -0.2228 -0.1300 -0.1679 0.2598 0.2609